Entry 1:
A molecular structure, C41H44F6N9PS3SbTi. Source: OMol25; level of theory: wB97M-V/def2-TZVPD.

Summary:
- Energy: -5305.8757 hartree
- HOMO: -15.32 eV
- Energy above the lowest of the compared OMol25 structures with the same formula, charge and spin: 41.9 kJ/mol
- Charge: +3
- Frontier orbital gap: 6.20 eV

Element x y z (Å)
Ti (-1.23661, -0.28257, -0.87204)
S (-0.21815, -2.49623, -0.58451)
C (1.48572, -2.36689, -0.55234)
N (2.26882, -3.36275, -0.28673)
C (3.72922, -3.19108, -0.33968)
C (4.09820, -1.81010, 0.12087)
N (3.32574, -0.80719, -0.64001)
C (4.01211, 0.46448, -0.98252)
C (4.90988, 0.92580, 0.13057)
C (6.24512, 1.20726, -0.12942)
C (7.07001, 1.66248, 0.89102)
C (6.56445, 1.82227, 2.17218)
C (5.23032, 1.53348, 2.43692)
C (4.40239, 1.09131, 1.41787)
C (2.09109, -1.05560, -0.95506)
S (1.10952, 0.00222, -1.86518)
C (1.80336, -4.72629, 0.08173)
C (2.11338, -5.00495, 1.52917)
C (3.11659, -5.90354, 1.87255)
C (3.41208, -6.13598, 3.20945)
C (2.70977, -5.46585, 4.19947)
C (1.70261, -4.57007, 3.85852)
C (1.40045, -4.34302, 2.52638)
H (4.06363, -3.39913, -1.35910)
H (4.16807, -3.92610, 0.33264)
H (5.15510, -1.61616, -0.04660)
H (3.88627, -1.67164, 1.18152)
H (3.23321, 1.19050, -1.20979)
H (4.57924, 0.28865, -1.89950)
H (6.64432, 1.08057, -1.12924)
H (8.10742, 1.88736, 0.68435)
H (7.20981, 2.17044, 2.96728)
H (4.83587, 1.65671, 3.43709)
H (3.36062, 0.87254, 1.63173)
H (2.33496, -5.41448, -0.57677)
H (0.74006, -4.78896, -0.13115)
H (3.65784, -6.43856, 1.09961)
H (4.18583, -6.84335, 3.47501)
H (2.94023, -5.64775, 5.24050)
H (1.14948, -4.05626, 4.63374)
H (0.60511, -3.65572, 2.26069)
N (-2.63098, -1.86461, -4.60596)
C (-1.75495, -0.99665, -5.21562)
C (-1.13590, -0.32264, -4.21280)
N (-1.62927, -0.75404, -2.99896)
C (-2.52281, -1.69571, -3.28147)
C (-3.13114, -2.39452, -2.17541)
N (-2.72573, -2.04583, -0.97176)
C (-3.37901, -2.85336, -0.07498)
C (-4.19529, -3.69798, -0.76652)
N (-4.02769, -3.39421, -2.09668)
H (-3.21923, -2.52709, -5.08822)
H (-1.64337, -0.94919, -6.28474)
H (-0.35125, 0.40450, -4.29282)
H (-3.19805, -2.79438, 0.98555)
H (-4.86094, -4.47697, -0.43741)
H (-4.50596, -3.85259, -2.85711)
F (-0.25204, 0.29339, 0.70901)
Sb (0.14147, -0.15150, 2.70755)
F (-1.04096, -1.57996, 2.35442)
F (-1.33154, 0.95374, 3.02545)
F (0.47000, -0.72025, 4.43283)
F (1.27643, 1.32073, 2.72877)
F (1.53656, -1.13535, 1.89156)
C (-4.50085, 1.00801, 3.49180)
C (-4.09668, -0.19553, 2.63348)
C (-4.00061, 0.15676, 1.19082)
N (-2.95235, 0.13011, 0.43490)
N (-3.18620, 0.46162, -0.86093)
C (-4.43045, 0.75556, -1.12723)
N (-4.88811, 1.08021, -2.34614)
S (-5.41293, 0.64490, 0.29166)
H (-4.55627, 0.70607, 4.53536)
H (-5.47963, 1.39797, 3.20821)
H (-3.76281, 1.80468, 3.40833)
H (-4.83761, -0.99387, 2.73339)
H (-3.13560, -0.59042, 2.94591)
H (-4.22062, 1.48946, -2.98618)
H (-5.82534, 1.44426, -2.42666)
C (-0.06791, 2.80852, -3.06092)
P (-0.90009, 2.39534, -1.49134)
C (0.03093, 3.39848, -0.29611)
C (1.23668, 2.93415, 0.22875)
C (2.04018, 3.77203, 0.98446)
C (1.64431, 5.07728, 1.23459)
C (0.44109, 5.54409, 0.72630)
C (-0.36210, 4.71500, -0.04029)
C (-2.49634, 3.25342, -1.62021)
C (-3.22901, 3.48073, -0.45115)
C (-4.42189, 4.18105, -0.49450)
C (-4.90695, 4.65817, -1.70953)
C (-4.18811, 4.43842, -2.87410)
C (-2.98259, 3.74299, -2.83104)
H (0.00739, 3.89529, -3.11322)
H (-0.61630, 2.45036, -3.92888)
H (0.94052, 2.40111, -3.06637)
H (1.54059, 1.91104, 0.06330)
H (2.97277, 3.40134, 1.38877)
H (2.27103, 5.72919, 1.82810)
H (0.12615, 6.56096, 0.91753)
H (-1.28045, 5.11460, -0.44684)
H (-2.84059, 3.14301, 0.50563)
H (-4.96480, 4.37865, 0.42106)
H (-5.82992, 5.22201, -1.74049)
H (-4.54579, 4.83102, -3.81679)
H (-2.42422, 3.62051, -3.74937)

Entry 2:
A molecular structure, C2H7NS2. Source: OMol25; level of theory: wB97M-V/def2-TZVPD.

Summary:
- Energy: -931.4145 hartree
- HOMO (alpha / beta): -8.41 / -8.39 eV
- Energy above the lowest of the compared OMol25 structures with the same formula, charge and spin: 286.5 kJ/mol
- Charge: 0
- Frontier orbital gap (alpha / beta): 7.49 / 7.48 eV

Element x y z (Å)
C (1.52226, -1.54679, 0.82223)
C (-1.85283, 0.94736, -0.70322)
N (-0.49241, 0.95016, -0.07402)
S (1.69430, -0.92806, -0.87611)
S (1.74067, 1.02542, -0.67772)
H (0.42715, -1.87646, 0.91662)
H (1.86812, -0.75169, 1.49491)
H (2.18773, -2.48438, 1.01163)
H (-2.47387, 0.17912, -0.21044)
H (-1.84809, 0.74809, -1.69057)
H (-2.29435, 1.96622, -0.55077)
H (-0.47868, 1.77099, 0.53747)

Entry 3:
A molecular structure, C34H23N2O2P2PtS4. Source: OMol25; level of theory: wB97M-V/def2-TZVPD.

Summary:
- Energy: -3964.3505 hartree
- HOMO: -5.05 eV
- Energy above the lowest of the compared OMol25 structures with the same formula, charge and spin: 101.0 kJ/mol
- Charge: -1
- Frontier orbital gap: 5.85 eV

Element x y z (Å)
Pt (0.47531, -2.00912, 0.32385)
S (1.33924, -1.77890, -2.12990)
P (0.23511, -0.18293, -1.66491)
C (0.52210, -0.06572, 0.03600)
P (0.38368, 1.31972, 1.13716)
S (1.17186, 1.07604, 2.90613)
C (-1.36353, 1.84882, 1.23470)
C (-2.14242, 1.99848, 0.08882)
C (-3.47584, 2.36825, 0.17831)
C (-4.04281, 2.60013, 1.42580)
C (-3.27572, 2.45136, 2.57246)
C (-1.94050, 2.07445, 2.47928)
C (1.25637, 2.68397, 0.29096)
C (2.63634, 2.52721, 0.13629)
C (3.40029, 3.54654, -0.40450)
C (2.79333, 4.73304, -0.80912)
C (1.42433, 4.88928, -0.67193)
C (0.65545, 3.86857, -0.11508)
C (0.57677, 1.30390, -2.66009)
C (-0.40316, 2.16619, -3.14868)
C (-0.04765, 3.27829, -3.90010)
C (1.29020, 3.53914, -4.16518)
C (2.27238, 2.68852, -3.67724)
C (1.91749, 1.57703, -2.92723)
C (-1.49647, -0.60270, -2.11744)
C (-1.87701, -0.58676, -3.46395)
C (-3.13930, -1.00944, -3.84468)
C (-4.03769, -1.46695, -2.88650)
C (-3.66362, -1.50430, -1.55424)
C (-2.39955, -1.06814, -1.17199)
H (-1.70252, 1.82377, -0.88431)
H (-4.07211, 2.46756, -0.72044)
H (-5.08380, 2.88990, 1.50249)
H (-3.71751, 2.62771, 3.54548)
H (-1.33235, 1.93630, 3.36497)
H (3.10140, 1.60471, 0.46477)
H (4.47120, 3.42148, -0.51143)
H (3.39007, 5.53277, -1.23144)
H (0.94900, 5.81001, -0.98825)
H (-0.41127, 4.00568, 0.00987)
H (-1.45042, 1.96125, -2.97093)
H (-0.81685, 3.94098, -4.27651)
H (1.56671, 4.40623, -4.75251)
H (3.31672, 2.89486, -3.87502)
H (2.67803, 0.89882, -2.55739)
H (-1.16866, -0.26909, -4.21900)
H (-3.41974, -0.99588, -4.89072)
H (-5.02413, -1.80191, -3.18294)
H (-4.35020, -1.87352, -0.80347)
H (-2.12788, -1.08495, -0.12333)
S (2.51263, -2.64447, 1.16427)
C (1.95716, -3.53752, 2.56224)
C (2.75899, -4.53016, 3.11540)
C (2.39001, -5.17058, 4.29057)
C (3.23686, -6.20286, 4.83918)
N (3.92226, -7.02372, 5.26125)
C (1.19310, -4.80281, 4.92213)
C (0.37552, -3.84908, 4.33969)
C (0.73553, -3.22934, 3.14495)
S (-0.32836, -2.04911, 2.42992)
C (0.81773, -5.38281, 6.19128)
N (0.52927, -5.83187, 7.20908)
H (3.68430, -4.80403, 2.62392)
H (-0.56312, -3.58772, 4.81211)
O (0.33958, -6.05724, -0.70244)
C (0.76256, -4.97888, -0.33448)
O (-0.00895, -4.00229, 0.06954)
H (1.84420, -4.77617, -0.33552)

Entry 4:
A gas-phase ion, C4H8NO2 (charge -1). Source: OMol25; level of theory: wB97M-V/def2-TZVPD.

Summary:
- Energy: -362.4608 hartree
- HOMO: -4.04 eV
- SMILES: CN(C)CC(=O)[O-]
- Energy above the lowest of the compared OMol25 structures with the same formula, charge and spin: 166.5 kJ/mol
- Charge: -1
- Frontier orbital gap: 7.98 eV

Element x y z (Å)
C (0.55472, -0.10226, -1.41239)
N (-0.49256, -0.27182, -0.38548)
C (-0.76756, -1.68231, -0.07438)
C (-0.28736, 0.54853, 0.85118)
C (0.61317, 1.86795, 1.01564)
O (0.60405, 2.21541, 2.22555)
O (1.12270, 2.46654, 0.06129)
H (1.07904, 0.83240, -1.28387)
H (-0.06737, -0.01135, -2.31673)
H (1.33296, -0.83204, -1.61355)
H (-0.12868, -2.16935, 0.64639)
H (-0.73342, -2.14863, -1.05387)
H (-1.79145, -1.70318, 0.30418)
H (-1.16729, 0.99975, 1.33646)
H (0.12904, -0.00966, 1.69956)

Entry 5:
A single C17H16Cl2N2O5 molecule. Source: OMol25; level of theory: wB97M-V/def2-TZVPD.

Summary:
- Energy: -2063.5245 hartree
- HOMO: -8.09 eV
- SMILES: COc1ccccc1OCCC(=O)OCC(=O)Nc1ncc(Cl)cc1Cl
- Energy above the lowest of the compared OMol25 structures with the same formula, charge and spin: 3.7 kJ/mol
- Charge: 0
- Frontier orbital gap: 8.28 eV

Element x y z (Å)
C (0.45936, 2.23102, -3.71375)
O (-0.61640, 2.18718, -2.80879)
C (-0.88544, 1.01201, -2.17190)
C (-0.29550, -0.20194, -2.50145)
C (-0.64331, -1.36777, -1.83987)
C (-1.60220, -1.34156, -0.84654)
C (-2.19346, -0.13847, -0.50339)
C (-1.83558, 1.04500, -1.13189)
O (-2.49370, 2.18258, -0.74339)
C (-1.75032, 3.34987, -0.45297)
C (-1.60505, 3.56419, 1.06920)
C (-0.50930, 2.69058, 1.62989)
O (0.56169, 3.07191, 2.01632)
O (-0.90344, 1.40718, 1.65780)
C (0.08621, 0.43005, 1.90343)
C (0.93783, 0.26075, 0.65820)
O (1.05147, 1.11704, -0.18297)
N (1.59909, -0.93405, 0.49199)
C (1.59713, -2.09925, 1.21672)
N (1.04850, -2.13795, 2.42052)
C (1.05624, -3.25581, 3.12288)
C (1.63237, -4.42628, 2.65546)
Cl (1.62986, -5.86015, 3.60438)
C (2.22009, -4.42247, 1.39210)
C (2.20196, -3.25038, 0.66576)
Cl (2.90900, -3.20025, -0.90989)
H (1.39129, 1.91922, -3.23296)
H (0.27115, 1.61068, -4.59631)
H (0.54051, 3.27288, -4.02056)
H (0.44322, -0.24708, -3.28585)
H (-0.16484, -2.29680, -2.11441)
H (-1.88465, -2.24886, -0.33345)
H (-2.93692, -0.08722, 0.27600)
H (-0.76297, 3.32802, -0.91572)
H (-2.32284, 4.18504, -0.86926)
H (-2.55179, 3.30975, 1.54582)
H (-1.35263, 4.60580, 1.26333)
H (0.73895, 0.73839, 2.73031)
H (-0.42752, -0.49431, 2.16083)
H (2.10053, -0.99107, -0.39152)
H (0.58594, -3.20268, 4.09354)
H (2.67547, -5.31480, 0.99236)

Entry 6:
A single C6H10O molecule. Source: OMol25; level of theory: wB97M-V/def2-TZVPD.

Summary:
- Energy: -309.8128 hartree
- HOMO: -9.59 eV
- SMILES: C[C@H]1C[C@H]1CC=O
- Energy above the lowest of the compared OMol25 structures with the same formula, charge and spin: 77.7 kJ/mol
- Charge: 0
- Frontier orbital gap: 10.64 eV

Element x y z (Å)
C (-2.01796, -0.26696, 0.28806)
C (-1.11494, 0.75093, -0.37824)
C (-0.00516, 1.37031, 0.41444)
C (0.33259, 0.45259, -0.72433)
C (0.98647, -0.89131, -0.48791)
C (2.20283, -0.86919, 0.41289)
O (2.62845, 0.09188, 1.00506)
H (-2.59201, 0.20335, 1.09351)
H (-1.45115, -1.08508, 0.74279)
H (-2.72383, -0.71201, -0.42117)
H (-1.62928, 1.40525, -1.08122)
H (0.22320, 2.42430, 0.29411)
H (0.15575, 0.99837, 1.42239)
H (0.70763, 0.95641, -1.61305)
H (1.29282, -1.34642, -1.44035)
H (0.29978, -1.62638, -0.04873)
H (2.70482, -1.85604, 0.52176)